This record from the Open Molecules 2025 dataset describes a structure of composition C28H32F5N3O4Sr. The level of theory is ωB97M-V with the def2-TZVPD basis set.

Geometry as ORCA input:
```
! RIJCOSX wB97M-V def2-TZVPD def2/J DEFGRID3
* xyz 0 1
Sr 0.02436 0.19231 -0.07938
C -0.46260 -0.04320 -4.34288
C -1.73050 -0.72870 -3.82560
C -2.91932 0.22529 -3.90131
C -1.53113 -1.33516 -2.44455
C -0.42565 -2.15328 -2.18653
C -0.26005 -2.79061 -0.96360
C -1.18716 -2.62939 0.06749
C -1.02701 -3.33820 1.38428
C -2.26911 -1.78390 -0.17005
C -2.44009 -1.15475 -1.40172
H -0.66994 0.44605 -5.29572
H 0.35694 -0.74191 -4.50559
H -0.10098 0.69984 -3.63322
H -1.94817 -1.57128 -4.49260
H -2.79764 1.06457 -3.21174
H -3.86507 -0.27147 -3.67934
H -2.99736 0.62973 -4.91074
H 0.32890 -2.29013 -2.94978
H 0.61854 -3.40285 -0.80356
H -1.25034 -2.67213 2.21900
H -0.00861 -3.70552 1.50548
H -1.70439 -4.19295 1.43988
H -2.99275 -1.61284 0.61982
H -3.30143 -0.51616 -1.54002
C 3.67609 -2.62535 1.84072
C 2.44473 -1.81506 1.58114
N 2.12239 -1.37949 0.42410
O 2.98591 -1.72086 -0.60479
C 1.52936 -1.45969 2.69806
C 1.65818 -2.05238 4.06419
N 0.61499 -0.60235 2.40842
O -0.22113 -0.22213 3.35968
H 4.40787 -2.45851 1.05552
H 3.43554 -3.69135 1.85830
H 4.10490 -2.36782 2.80780
H 2.64628 -1.14798 -1.32786
H 2.26152 -2.95817 4.06363
H 0.66249 -2.27752 4.44780
H 2.10266 -1.33733 4.76139
O -1.03117 1.41274 1.77000
C -1.62353 2.65332 2.05324
C -3.07510 2.69118 1.58427
C -3.24073 2.17968 0.14722
C -2.41643 2.92729 -0.86652
C -2.84343 4.15913 -1.35547
C -2.07205 4.83133 -2.28472
C -0.88648 4.25403 -2.71305
C -0.53029 3.03031 -2.18004
N -1.26604 2.37612 -1.27521
H -0.79157 0.78122 2.61917
H -1.05422 3.44330 1.54810
H -1.58166 2.86771 3.12569
H -3.44752 3.71697 1.66830
H -3.68878 2.06812 2.23903
H -4.29470 2.24336 -0.13421
H -2.95777 1.12867 0.11545
H -3.77925 4.57520 -1.00492
H -2.39166 5.78934 -2.67412
H -0.24926 4.73549 -3.44134
H 0.38712 2.54586 -2.49195
F 5.11300 4.52889 -2.48461
C 4.27987 3.48642 -2.36792
C 3.46304 3.35886 -1.25931
F 3.48312 4.28783 -0.29920
C 2.62481 2.26881 -1.16516
F 1.78651 2.16859 -0.09612
C 2.53331 1.25212 -2.13011
O 1.69873 0.26459 -1.99549
C 3.37099 1.43628 -3.24535
F 3.34593 0.52585 -4.23059
C 4.22317 2.51889 -3.35621
F 5.00769 2.64105 -4.43188
*
```

Summary:
- total energy (eV) = -56639.78523
- ΔE to the lowest compared entry with this formula, charge and spin (kJ/mol) = 0.0
- HOMO level (eV) = -7.7965
- F_max (eV Å⁻¹) = 0.35
- HOMO-LUMO gap (eV) = 8.2

This record from the Open Molecules 2025 dataset describes a cluster of 6 separate species, C15H35BrN5O5 in total. The level of theory is ωB97M-V with the def2-TZVPD basis set.

Geometry as ORCA input:
```
! RIJCOSX wB97M-V def2-TZVPD def2/J DEFGRID3
* xyz -1 1
Br -36.71242 -18.91217 9.31547
C -33.68530 -20.77531 10.90537
C -33.67066 -21.78104 9.75310
O -32.71477 -22.65165 9.66853
N -34.53897 -21.55473 8.84537
C -34.78486 -22.49858 7.71824
H -33.19630 -19.78366 10.61214
H -32.87562 -21.23319 11.76380
H -34.76274 -20.73331 11.40920
H -35.18998 -20.80132 8.86743
H -35.41739 -23.49513 7.89592
H -34.00756 -22.88971 7.12041
H -35.44337 -22.09831 6.97986
C -36.04062 -19.17977 5.55454
C -35.79959 -17.73887 5.33686
O -35.71671 -17.36058 4.17922
N -35.84658 -16.88171 6.40252
C -35.51657 -15.49509 6.22882
H -37.06096 -19.47620 5.99077
H -35.11659 -19.64195 6.08011
H -36.05667 -19.64246 4.55174
H -36.05846 -17.39887 7.21483
H -36.34963 -15.03243 5.64696
H -34.55985 -15.34717 5.54187
H -35.39146 -14.80697 7.01078
C -39.44349 -20.92260 11.25657
C -40.52284 -19.95908 10.53224
O -41.61432 -19.78631 11.01857
N -40.13892 -19.46072 9.38166
C -41.02251 -18.79209 8.55288
H -38.55259 -20.45097 11.13315
H -39.44498 -21.76205 10.77446
H -39.52595 -21.06701 12.18132
H -39.21375 -19.06405 9.27840
H -42.09614 -19.35175 8.44633
H -40.54087 -18.82198 7.58683
H -41.22006 -17.88996 9.04493
C -33.52724 -17.57063 12.22743
C -32.88984 -17.36049 10.87136
O -31.65429 -17.26178 10.87275
N -33.56691 -17.18737 9.74197
C -32.89023 -17.00875 8.43230
H -33.37739 -16.77052 13.02838
H -33.06253 -18.54044 12.51250
H -34.53738 -17.50864 12.27845
H -34.38086 -17.59593 9.69399
H -32.57151 -16.11455 8.23999
H -33.67374 -17.06678 7.82145
H -32.22369 -17.87969 8.01979
C -38.01850 -15.46245 15.35034
C -37.79012 -16.53605 14.14694
O -37.31682 -17.68122 14.43864
N -38.22308 -16.20667 12.98720
C -38.26757 -17.07418 11.80350
H -36.90095 -15.30872 15.78948
H -38.50709 -16.08980 16.27691
H -38.31155 -14.47555 15.17997
H -38.46114 -15.11690 12.87487
H -38.25600 -16.43296 10.71118
H -39.20412 -17.53900 11.80146
H -37.43020 -17.78716 11.74773
*
```

Summary:
- total energy (eV) = -103852.19681
- ΔE to the lowest compared entry with this formula, charge and spin (kJ/mol) = 88.9
- HOMO level (eV) = -6.4323
- F_max (eV Å⁻¹) = 8.50
- HOMO-LUMO gap (eV) = 8.8

This record from the Open Molecules 2025 dataset describes an isolated molecule of C4H5NO. The level of theory is ωB97M-V with the def2-TZVPD basis set.

Geometry as ORCA input:
```
! RIJCOSX wB97M-V def2-TZVPD def2/J DEFGRID3
* xyz 0 1
H 2.55038 -0.75768 -1.34393
N 1.78852 -0.61178 -0.68411
C 0.76668 -0.13794 -1.27247
C -0.47341 0.12529 -0.51164
O -1.56242 0.42144 -1.29341
C -0.47412 -0.00041 0.79514
C -0.35425 0.00749 2.09106
H 0.69225 0.06520 -2.34776
H -2.24683 0.79239 -0.72036
H -0.27915 -0.89705 2.69070
H -0.32813 0.96445 2.60246
*
```

Summary:
- total energy (eV) = -7764.01194
- ΔE to the lowest compared entry with this formula, charge and spin (kJ/mol) = 242.6
- SMILES = [H]/N=C/C(O)=C=C
- HOMO level (eV) = -8.7752
- F_max (eV Å⁻¹) = 0.47
- HOMO-LUMO gap (eV) = 9.5

- What is the HOMO level in the second record?
  -6.4323 eV

- What is the total energy in the third record?
  -7764.01194 eV

- ΔE to the lowest compared entry with this formula, charge and spin of number 2 (C15H35BrN5O5)?
  88.9 kJ/mol

- Which formula does entry 1 have?
  C28H32F5N3O4Sr